No. 1
{"formula": "C25H29N5O6S", "method": "wB97M-V/def2-TZVPD", "symbols": ["C", "H", "O", "C", "C", "C", "C", "C", "C", "O", "C", "H", "H", "H", "H", "C", "N", "C", "O", "C", "C", "N", "H", "H", "C", "N", "S", "C", "O", "N", "H", "H", "C", "C", "C", "C", "C", "O", "H", "H", "H", "H", "H", "H", "C", "O", "N", "H", "C", "H", "C", "C", "H", "C", "H", "H", "C", "H", "H", "H", "H", "H", "H", "H", "H", "H"], "positions_angstrom": [[1.074, -4.962, 5.574], [0.859, -5.295, 6.589], [0.076, -4.020, 5.267], [0.103, -3.431, 4.040], [1.035, -3.680, 3.050], [0.977, -3.020, 1.828], [-0.019, -2.099, 1.583], [-0.970, -1.844, 2.576], [-0.925, -2.491, 3.794], [-1.809, -2.306, 4.813], [-2.874, -1.410, 4.618], [-3.512, -1.717, 3.782], [-2.517, -0.389, 4.444], [-3.452, -1.436, 5.540], [-1.747, -1.125, 2.367], [-0.170, -1.334, 0.291], [-0.150, 0.107, 0.563], [-0.971, 0.893, -0.179], [-1.704, 0.396, -1.045], [-1.036, 2.323, 0.062], [-1.741, 3.201, -0.770], [-2.367, 2.889, -1.909], [-2.481, 1.909, -2.122], [-2.891, 3.625, -2.362], [-1.667, 4.530, -0.243], [-0.992, 4.652, 0.881], [-0.387, 3.244, 1.385], [-2.325, 5.689, -0.875], [-2.986, 5.592, -1.898], [-2.135, 6.851, -0.222], [-1.586, 6.860, 0.621], [-2.551, 7.697, -0.573], [0.999, 0.590, 1.295], [1.877, 1.479, 0.468], [2.854, 2.359, 0.830], [3.365, 2.897, -0.377], [2.661, 2.306, -1.376], [1.756, 1.446, -0.874], [2.700, 2.406, -2.442], [4.146, 3.622, -0.478], [3.166, 2.593, 1.826], [1.572, -0.294, 1.598], [0.695, 1.112, 2.211], [-1.163, -1.550, -0.124], [0.879, -1.568, -0.814], [2.045, -1.837, -0.604], [0.356, -1.370, -2.034], [-0.587, -1.006, -2.098], [1.146, -1.327, -3.245], [2.179, -1.510, -2.938], [0.644, -2.377, -4.261], [0.169, -1.592, -5.490], [0.974, -1.521, -6.223], [-0.148, -0.202, -4.946], [-1.111, -0.208, -4.432], [-0.180, 0.557, -5.726], [0.979, 0.031, -3.945], [1.898, 0.289, -4.472], [0.753, 0.818, -3.227], [-0.689, -2.060, -5.970], [-0.183, -2.932, -3.817], [1.424, -3.092, -4.516], [1.724, -3.227, 1.080], [1.826, -4.394, 3.212], [1.040, -5.822, 4.897], [2.073, -4.516, 5.543]], "lowdin_charge": [-0.08, 0.09, -0.06, -0.20, 0.00, -0.02, -0.18, 0.04, -0.19, -0.06, -0.08, 0.10, 0.10, 0.09, 0.12, -0.13, 0.01, -0.43, 0.02, -0.30, -0.27, 0.18, 0.09, 0.09, -0.26, -0.26, 1.11, -0.49, 0.05, 0.18, 0.09, 0.12, -0.09, -0.31, -0.04, -0.05, -0.10, 0.03, 0.12, 0.10, 0.11, 0.14, 0.10, 0.16, -0.42, 0.07, 0.12, 0.12, -0.28, 0.14, -0.13, -0.19, 0.11, -0.19, 0.11, 0.11, -0.14, 0.12, 0.10, 0.10, 0.11, 0.11, 0.11, 0.11, 0.10, 0.10], "e_above_lowest_kcal_mol": 15.8, "orbital_gap_ev": 7.925, "homo_energy_ha": -0.2955, "charge": 0}


No. 2
{"formula": "C25H30AsClCuN3O4", "method": "wB97M-V/def2-TZVPD", "symbols": ["Cu", "C", "As", "C", "C", "H", "H", "H", "H", "H", "H", "H", "H", "H", "C", "C", "C", "N", "H", "H", "H", "H", "H", "Cl", "C", "C", "C", "C", "N", "C", "H", "H", "H", "H", "O", "C", "O", "C", "C", "C", "C", "O", "C", "O", "C", "C", "H", "H", "H", "H", "H", "C", "C", "C", "C", "N", "C", "C", "H", "H", "H", "H", "H", "H", "H"], "positions_angstrom": [[0.418, 1.097, -1.068], [-1.948, -0.525, 4.205], [-0.251, -0.618, 3.226], [0.670, -1.867, 4.421], [0.512, 1.056, 3.925], [-1.792, -0.221, 5.240], [-2.426, -1.504, 4.189], [-2.612, 0.190, 3.719], [0.402, -1.686, 5.462], [1.747, -1.743, 4.307], [0.411, -2.891, 4.153], [0.877, 0.914, 4.942], [-0.259, 1.828, 3.941], [1.336, 1.396, 3.298], [-2.222, 4.531, -4.496], [-0.779, 4.083, -4.282], [-0.597, 3.306, -3.060], [-0.434, 2.698, -2.103], [-2.284, 5.087, -5.429], [-2.556, 5.180, -3.688], [-2.894, 3.678, -4.562], [-0.093, 4.929, -4.206], [-0.417, 3.454, -5.098], [-2.664, 4.024, 2.494], [-2.583, 2.634, 1.481], [-3.714, 1.889, 1.192], [-3.570, 0.772, 0.392], [-2.315, 0.439, -0.088], [-1.228, 1.169, 0.185], [-1.362, 2.255, 0.950], [-4.675, 2.182, 1.589], [-4.419, 0.153, 0.141], [-2.166, -0.449, -0.688], [-0.468, 2.822, 1.179], [3.008, -0.049, -3.784], [2.036, 0.051, -3.072], [1.719, 1.136, -2.406], [1.101, -1.111, -2.832], [1.638, -2.377, -2.661], [0.835, -3.485, -2.371], [-0.516, -3.261, -2.274], [-1.508, -4.165, -2.026], [-2.737, -3.458, -2.159], [-2.427, -2.069, -2.359], [-1.067, -2.002, -2.471], [-0.289, -0.901, -2.744], [2.708, -2.498, -2.767], [1.254, -4.473, -2.247], [-3.314, -3.562, -1.239], [-3.281, -3.829, -3.031], [-0.747, 0.056, -2.974], [4.695, -2.041, 2.240], [3.636, -1.270, 1.517], [3.803, 0.075, 1.195], [2.815, 0.737, 0.498], [1.674, 0.142, 0.133], [1.499, -1.147, 0.439], [2.451, -1.878, 1.118], [5.433, -1.380, 2.689], [5.213, -2.703, 1.544], [4.260, -2.663, 3.022], [4.703, 0.605, 1.472], [2.940, 1.771, 0.205], [0.560, -1.594, 0.139], [2.259, -2.920, 1.339]], "lowdin_charge": [0.57, -0.34, 1.05, -0.33, -0.32, 0.03, 0.02, 0.00, 0.03, 0.01, 0.02, 0.03, 0.01, 0.00, -0.08, -0.19, -0.10, 0.19, 0.08, 0.08, 0.08, 0.13, 0.13, 0.73, -0.65, -0.06, -0.02, -0.10, -0.01, -0.16, 0.12, 0.12, 0.10, 0.12, 0.10, -0.57, -0.13, -0.15, -0.01, 0.04, -0.21, 0.05, -0.10, 0.01, -0.22, 0.02, 0.13, 0.13, 0.14, 0.14, 0.12, -0.02, -0.24, 0.01, -0.09, -0.01, -0.17, -0.02, 0.09, 0.10, 0.09, 0.12, 0.13, 0.10, 0.13], "e_above_lowest_kcal_mol": 23.8, "orbital_gap_ev": [8.012, 7.123], "homo_energy_ha": [-0.3972, -0.3970], "multiplicity": 2, "charge": 1}


No. 3
{"formula": "C25H30BBrF6N3O6PdS2Si", "method": "wB97M-V/def2-TZVPD", "symbols": ["Pd", "Br", "C", "C", "C", "C", "C", "C", "N", "C", "C", "C", "C", "C", "C", "N", "H", "H", "H", "H", "H", "H", "H", "H", "H", "F", "C", "F", "F", "S", "O", "O", "N", "S", "O", "O", "C", "F", "F", "F", "C", "Si", "C", "C", "C", "C", "H", "H", "H", "H", "H", "H", "H", "H", "H", "C", "C", "C", "O", "B", "O", "C", "C", "C", "H", "H", "H", "H", "H", "H", "H", "H", "H", "H", "H", "H"], "positions_angstrom": [[-0.134, -0.040, 0.011], [5.667, -0.048, -4.686], [4.601, -0.038, -3.109], [3.220, -0.056, -3.217], [2.461, -0.049, -2.065], [3.054, -0.024, -0.794], [4.454, -0.010, -0.726], [5.224, -0.016, -1.873], [2.194, -0.013, 0.296], [2.598, -0.009, 1.511], [1.653, -0.028, 2.601], [2.055, 0.067, 3.940], [1.106, 0.062, 4.936], [-0.237, -0.061, 4.593], [-0.559, -0.170, 3.248], [0.356, -0.147, 2.297], [2.753, -0.071, -4.191], [1.377, -0.062, -2.117], [4.957, 0.012, 0.232], [6.304, -0.002, -1.812], [3.656, 0.020, 1.767], [3.111, 0.156, 4.173], [1.394, 0.152, 5.975], [-1.007, -0.070, 5.352], [-1.584, -0.287, 2.909], [-3.555, 3.045, -0.522], [-2.351, 3.487, -0.931], [-2.165, 3.088, -2.182], [-2.400, 4.820, -0.902], [-1.026, 2.796, 0.229], [-0.085, 2.127, -0.650], [-1.776, 1.983, 1.136], [-0.443, 4.071, 0.946], [0.635, 4.878, 0.082], [0.949, 6.127, 0.700], [0.369, 4.863, -1.325], [2.218, 3.877, 0.324], [2.076, 3.009, 1.337], [3.223, 4.704, 0.654], [2.594, 3.219, -0.766], [0.957, -5.676, -1.612], [-0.024, -5.008, -0.137], [-1.775, -5.731, -0.169], [0.831, -5.571, 1.456], [-0.117, -3.192, -0.180], [-0.181, -1.973, -0.107], [1.007, -6.768, -1.612], [1.978, -5.290, -1.588], [0.504, -5.356, -2.552], [-1.783, -6.823, -0.115], [-2.294, -5.435, -1.084], [-2.347, -5.345, 0.678], [0.890, -6.660, 1.537], [0.290, -5.192, 2.326], [1.846, -5.171, 1.499], [-5.053, -0.043, 0.759], [-4.244, -1.051, -0.056], [-4.860, -2.438, 0.075], [-2.925, -1.085, 0.504], [-2.057, -0.418, -0.330], [-2.702, 0.029, -1.469], [-3.990, -0.599, -1.535], [-5.022, 0.377, -2.079], [-3.844, -1.773, -2.507], [-5.009, -0.346, 1.806], [-6.096, -0.008, 0.441], [-4.606, 0.949, 0.681], [-5.050, -2.650, 1.128], [-4.178, -3.198, -0.302], [-5.804, -2.487, -0.471], [-5.067, 1.286, -1.483], [-6.004, -0.101, -2.094], [-4.752, 0.654, -3.099], [-3.099, -2.480, -2.141], [-3.490, -1.374, -3.458], [-4.794, -2.285, -2.669]], "lowdin_charge": [0.77, 0.70, -0.69, -0.11, 0.00, -0.26, -0.02, -0.13, 0.07, -0.07, -0.25, -0.02, -0.07, -0.04, -0.10, 0.08, 0.10, 0.10, 0.10, 0.10, 0.12, 0.11, 0.10, 0.10, 0.12, 0.11, -0.64, 0.15, 0.12, 0.59, -0.36, -0.29, -0.29, 0.59, -0.28, -0.28, -0.65, 0.11, 0.11, 0.14, -0.20, 0.41, -0.20, -0.20, -0.21, -0.22, 0.02, 0.02, 0.02, 0.02, 0.02, 0.02, 0.02, 0.02, 0.02, -0.01, -0.47, -0.01, 0.08, -0.73, 0.08, -0.47, -0.01, -0.01, 0.09, 0.09, 0.08, 0.09, 0.08, 0.09, 0.07, 0.09, 0.09, 0.09, 0.09, 0.08], "e_above_lowest_kcal_mol": 19.4, "orbital_gap_ev": 5.929, "homo_energy_ha": -0.1665, "charge": -1}


- Which of these has the highest charge?
  C25H30AsClCuN3O4